Entry 1:
The following is a quantum chemistry calculation of a molecular structure, C4H9NO at a distorted geometry, from OMol25.

CARTESIAN COORDINATES (ANGSTROEM)
C (-0.027, 1.134, -1.626)
C (0.737, -1.390, -0.266)
N (0.459, 0.027, -0.078)
H (1.297, 0.531, 0.198)
H (1.172, -1.843, 0.629)
H (0.870, 0.831, -2.159)
H (-0.925, 0.655, -1.991)
H (-0.056, 2.204, -1.486)
H (1.440, -1.534, -1.092)
H (-0.201, -1.891, -0.496)
C (-0.845, -0.081, 2.080)
C (-0.831, 0.491, 0.870)
O (-1.466, 1.420, 0.315)
H (-1.504, 0.308, 2.839)
H (-0.119, -0.861, 2.264)

For the LUMO energy, the calculation gives 0.37 eV. For the gap between HOMO and LUMO, the calculation gives 7.65 eV. The relative energy (zero: lowest compared OMol25 entry of this formula, charge and spin) is 101.8 kcal per mole. For the HOMO energy, the calculation gives -7.280 eV.

***

Entry 2:
The following is a quantum chemistry calculation of C2H6Cl2NPS in the gas phase at a distorted geometry, from OMol25.

CARTESIAN COORDINATES (ANGSTROEM)
C (0.915, -1.310, 0.464)
C (0.178, 1.143, 0.174)
N (1.203, 0.003, 0.114)
P (2.635, 0.646, -0.342)
S (-0.294, -1.917, -0.885)
Cl (3.542, 0.927, 1.524)
Cl (3.651, -0.953, -0.876)
H (-1.075, -0.825, -0.795)
H (1.738, -2.075, 0.432)
H (0.519, -1.437, 1.374)
H (0.155, 1.503, -0.917)
H (-0.741, 0.697, 0.652)
H (0.712, 1.889, 0.853)

Its expectation value of S² is 2.01. For the LUMO energy (spin up / spin down), the calculation gives 0.60 / -3.33 eV. For the gap between HOMO and LUMO (spin up / spin down), the calculation gives 5.25 / 5.84 eV. Its multiplicity is 3. The relative energy (zero: lowest compared OMol25 entry of this formula, charge and spin) is 27.9 kcal per mole. For the HOMO energy (spin up / spin down), the calculation gives -4.649 / -9.173 eV.

***

Entry 3:
The following is a quantum chemistry calculation of a molecular structure, C36H33Cl2I2N4O2PtTe at a distorted geometry, from OMol25.

CARTESIAN COORDINATES (ANGSTROEM)
Pt (-0.355, -0.990, -1.890)
Cl (1.702, -3.458, -5.910)
C (0.126, -3.618, -5.301)
C (-0.698, -4.639, -5.727)
C (-1.990, -4.760, -5.240)
Cl (-2.941, -6.066, -5.756)
C (-2.542, -3.799, -4.319)
C (-3.871, -3.794, -3.865)
C (-4.287, -2.800, -3.016)
C (-3.371, -1.832, -2.595)
N (-2.115, -1.836, -3.005)
C (-1.702, -2.790, -3.856)
C (-0.314, -2.681, -4.301)
O (0.431, -1.799, -3.823)
H (-0.327, -5.356, -6.450)
H (-4.558, -4.561, -4.199)
H (-5.309, -2.760, -2.662)
H (-3.665, -1.045, -1.914)
I (-0.084, 1.589, -3.178)
C (-2.094, 2.335, -3.220)
I (-3.191, 2.234, -1.417)
H (-2.618, 1.751, -3.964)
H (-2.020, 3.372, -3.515)
C (2.350, 7.326, 2.524)
C (1.840, 5.986, 2.069)
C (0.730, 5.398, 2.667)
C (0.228, 4.174, 2.243)
C (-0.995, 3.592, 2.918)
C (0.924, 3.525, 1.220)
Te (0.220, 1.496, 0.681)
N (-0.787, -0.430, 0.125)
C (-1.785, -1.181, 0.706)
O (-2.212, -2.152, 0.075)
C (-2.358, -0.941, 2.077)
C (-1.818, -0.091, 3.039)
C (-2.392, 0.028, 4.295)
C (-3.526, -0.706, 4.607)
C (-4.086, -1.549, 3.656)
C (-3.502, -1.672, 2.406)
C (1.894, 0.499, 1.490)
C (1.971, 0.518, 2.881)
C (2.962, -0.199, 3.529)
C (3.880, -0.922, 2.781)
C (3.811, -0.914, 1.395)
C (2.826, -0.198, 0.717)
C (2.840, -0.175, -0.787)
C (2.015, 4.088, 0.555)
C (2.736, 3.437, -0.602)
C (2.462, 5.321, 1.015)
H (1.740, 7.737, 3.326)
H (2.355, 8.036, 1.695)
H (3.377, 7.240, 2.881)
H (0.227, 5.909, 3.481)
H (-1.574, 4.373, 3.408)
H (-0.711, 2.868, 3.687)
H (-1.652, 3.091, 2.205)
H (-0.931, 0.474, 2.827)
H (-1.956, 0.688, 5.037)
H (-3.974, -0.616, 5.588)
H (-4.981, -2.110, 3.891)
H (-3.918, -2.335, 1.660)
H (1.270, 1.101, 3.466)
H (3.013, -0.194, 4.610)
H (4.668, -1.478, 3.275)
H (4.545, -1.462, 0.815)
H (3.381, -1.030, -1.189)
H (3.317, 0.728, -1.169)
H (1.824, -0.209, -1.192)
H (2.150, 2.632, -1.046)
H (3.697, 3.034, -0.273)
H (2.938, 4.167, -1.386)
H (3.311, 5.780, 0.518)
N (1.514, -4.413, 0.241)
C (2.263, -4.483, -0.913)
C (1.755, -3.527, -1.733)
N (0.709, -2.884, -1.088)
C (0.594, -3.442, 0.099)
H (1.625, -4.996, 1.052)
H (3.065, -5.190, -1.048)
H (2.068, -3.253, -2.729)
H (-0.142, -3.193, 0.847)

Its expectation value of S² is 8.81. For the LUMO energy (spin up / spin down), the calculation gives -5.64 / -7.71 eV. For the gap between HOMO and LUMO (spin up / spin down), the calculation gives 7.02 / 5.62 eV. Its multiplicity is 6. For the HOMO energy (spin up / spin down), the calculation gives -12.666 / -13.333 eV. Its charge is +2.

***

Entry 4:
The following is a quantum chemistry calculation of a molecular structure, C12H37AlO6P at a distorted geometry, from OMol25.

CARTESIAN COORDINATES (ANGSTROEM)
C (2.827, -1.615, 1.698)
C (1.592, -1.040, 1.362)
Al (0.149, -2.095, 0.376)
O (0.556, -3.896, 0.435)
C (-1.727, -1.797, 1.101)
C (-1.851, -0.326, 1.647)
P (0.121, -1.241, -1.848)
C (1.387, -2.234, -2.845)
C (0.708, 0.538, -1.625)
C (0.398, 1.486, -2.829)
H (3.587, -1.848, 0.934)
H (3.125, -1.818, 2.745)
H (1.438, 0.035, 1.623)
H (1.258, -4.123, -0.168)
H (-2.423, -1.878, 0.243)
H (-1.951, -2.576, 1.852)
H (-1.872, 0.359, 0.781)
H (-0.975, -0.063, 2.265)
H (-2.764, -0.249, 2.261)
H (0.813, -2.900, -3.511)
H (2.052, -1.618, -3.471)
H (1.959, -2.869, -2.144)
H (1.772, 0.533, -1.323)
H (0.142, 0.926, -0.754)
H (-0.463, 1.168, -3.443)
H (1.298, 1.539, -3.469)
H (0.246, 2.504, -2.407)
C (1.692, 2.910, 3.384)
O (1.248, 2.283, 2.192)
H (2.261, 2.183, 3.961)
H (2.335, 3.764, 3.148)
H (0.836, 3.248, 3.976)
H (0.748, 2.936, 1.694)
C (-4.009, 0.628, 4.962)
O (-4.482, -0.239, 3.940)
H (-4.003, 1.644, 4.572)
H (-4.667, 0.583, 5.835)
H (-2.992, 0.351, 5.252)
H (-4.480, -1.130, 4.295)
C (1.961, 5.932, 0.056)
O (0.922, 4.963, 0.004)
H (1.606, 6.786, 0.628)
H (2.845, 5.514, 0.547)
H (2.223, 6.260, -0.954)
H (1.252, 4.216, -0.504)
C (1.132, -7.667, -0.796)
O (0.067, -6.878, -1.300)
H (1.397, -8.408, -1.550)
H (2.003, -7.040, -0.588)
H (0.824, -8.182, 0.119)
H (-0.151, -6.226, -0.620)
C (-1.869, 2.878, -5.615)
O (-2.288, 2.017, -4.565)
H (-1.525, 2.264, -6.444)
H (-2.703, 3.501, -5.951)
H (-1.047, 3.516, -5.276)
H (-2.586, 2.572, -3.843)

For the LUMO energy, the calculation gives 2.50 eV. For the gap between HOMO and LUMO, the calculation gives 5.11 eV. For the HOMO energy, the calculation gives -2.607 eV. Its charge is -1.